A cluster of 9 separate species, C33H88N4O13 in total at a distorted geometry, computed with ωB97M-V with the def2-TZVPD basis set.

Structure (XYZ):
```
138
Properties=species:S:1:pos:R:3:forces:R:3:mulliken_charge:R:1
C -15.96202 -14.41438 -6.10108 0.5 1.1 -0.4 -0.769
O -16.61950 -13.29495 -5.41454 0.3 -2.1 -1.0 -0.250
C -16.29405 -13.35977 -4.04365 0.2 0.1 -0.1 -0.626
C -17.12631 -12.26579 -3.34082 0.8 -2.1 0.3 -1.017
N -18.53666 -12.41974 -3.58709 -0.3 0.4 0.6 -0.127
C -19.20306 -13.57549 -2.98353 -0.9 0.0 0.1 -0.789
C -20.71928 -13.46408 -3.40490 1.6 -1.6 -0.7 -0.199
O -20.85003 -13.57693 -4.84286 0.1 0.3 1.8 -0.338
C -22.19720 -13.43519 -5.29448 0.9 1.2 -0.6 -0.360
H -14.85921 -14.18019 -6.08835 -0.9 -0.3 -0.3 0.300
H -16.35901 -14.48294 -7.13954 0.4 0.3 0.8 0.240
H -16.05549 -15.43030 -5.65892 -0.5 0.8 0.3 0.310
H -15.19800 -13.19154 -3.96604 -0.4 0.0 0.4 0.488
H -16.50669 -14.39075 -3.68614 0.0 0.6 0.2 0.361
H -16.74269 -11.32362 -3.66786 -0.1 0.8 -0.2 0.403
H -16.95724 -12.37797 -2.28177 0.1 0.3 0.5 0.381
H -18.63084 -12.48248 -4.57625 -0.5 -0.1 -0.9 0.304
H -19.15321 -13.56169 -1.85272 0.0 0.3 -1.2 0.339
H -18.72882 -14.51992 -3.29415 -0.4 0.0 -0.1 0.462
H -21.08052 -12.53689 -3.02065 -0.5 1.0 0.0 0.096
H -21.29023 -14.26735 -2.95559 -0.2 -0.3 0.3 0.429
H -22.80572 -14.33452 -5.15509 0.2 0.0 0.0 0.336
H -21.96773 -13.19572 -6.34364 -1.0 -0.4 0.0 0.140
H -22.70215 -12.52767 -4.89460 0.3 -0.7 0.1 -0.001
C -20.21435 -4.57093 -7.22552 -0.1 0.3 1.7 -0.758
O -20.55026 -5.90982 -7.35914 -0.4 -1.2 -0.4 -0.431
C -21.33716 -6.45446 -6.30490 1.8 1.2 1.7 -0.519
C -21.19776 -7.94417 -6.21498 -1.3 0.7 0.2 0.063
N -21.61150 -8.40534 -7.51427 0.8 -1.1 -1.6 -0.193
C -21.16910 -9.81237 -7.74850 -2.3 -0.5 1.0 -0.169
C -21.30638 -10.29068 -9.22187 0.0 -1.3 3.0 -0.413
O -20.47923 -9.54777 -10.02581 0.5 -0.3 -1.5 -0.332
C -20.05671 -10.41299 -11.08376 -0.5 0.4 -0.6 -0.802
H -21.06770 -3.89933 -7.21933 -0.6 0.0 0.3 0.276
H -19.68416 -4.25406 -8.08886 1.0 0.0 -0.6 0.339
H -19.65073 -4.43378 -6.26038 -0.2 0.2 -0.9 0.246
H -22.34325 -6.09395 -6.33226 -1.0 0.0 -0.4 0.079
H -20.92576 -6.08565 -5.34977 -0.1 0.3 -0.1 0.481
H -21.93546 -8.27703 -5.44233 0.6 0.0 -0.5 -0.703
H -20.18671 -8.21149 -5.86674 -0.1 -0.2 -0.4 0.591
H -21.12935 -7.80487 -8.21941 -0.4 -0.7 0.7 0.325
H -21.88466 -10.48825 -7.14711 0.9 0.9 -0.7 -0.272
H -20.21589 -9.90654 -7.21177 0.4 -0.5 -0.9 0.542
H -22.39711 -10.28222 -9.51128 1.0 0.1 0.0 0.045
H -20.94392 -11.37928 -9.18130 -0.7 1.2 -0.1 0.431
H -19.76774 -9.81131 -11.94095 0.3 0.1 0.1 0.261
H -20.91178 -11.02036 -11.42710 0.3 0.0 0.1 0.329
H -19.24551 -11.07188 -10.76185 0.0 0.1 0.0 0.303
C -22.76421 -7.63556 0.48208 0.5 0.0 0.5 -1.075
O -22.74445 -7.13776 -0.82267 0.0 0.3 -1.1 0.271
C -22.08672 -5.88030 -1.03831 -2.4 -0.2 0.9 -1.356
C -22.22639 -5.42266 -2.46163 0.0 0.2 0.8 0.077
N -23.57612 -5.25117 -2.85693 -1.6 1.5 0.1 -0.223
C -23.79040 -4.31959 -3.94607 1.2 1.4 0.0 -0.386
C -25.05525 -4.61021 -4.70631 0.5 0.7 1.4 -1.012
O -25.03063 -5.94001 -4.99361 0.1 -2.2 -0.2 0.559
C -26.07856 -6.31914 -5.84636 -0.2 -0.9 0.1 -0.534
H -23.27831 -6.97556 1.18681 0.2 0.4 0.0 0.340
H -21.72575 -7.84768 0.85783 -0.9 0.1 -0.2 0.329
H -23.38671 -8.53096 0.47884 0.4 -0.2 -0.2 0.253
H -21.08706 -5.93985 -0.74889 2.0 -0.2 0.5 0.586
H -22.58756 -5.15712 -0.37489 0.1 0.1 -0.2 0.454
H -21.79178 -6.12220 -3.11561 1.3 -1.1 -0.9 -0.271
H -21.66123 -4.49018 -2.53993 -0.2 0.1 -0.1 0.615
H -24.07487 -6.10154 -3.03253 0.1 -0.5 0.0 0.187
H -22.94433 -4.35100 -4.66211 -0.1 -0.2 0.0 0.064
H -23.78397 -3.22992 -3.60365 -0.2 -1.3 -0.1 0.318
H -25.05551 -4.04283 -5.63348 -0.5 0.6 0.0 0.489
H -25.88155 -4.43661 -4.01135 -0.5 0.6 -0.4 0.338
H -25.90230 -7.36602 -6.15820 -0.1 0.7 0.2 -0.319
H -25.98219 -5.66266 -6.69878 -0.6 0.1 -0.7 0.433
H -27.09613 -6.24517 -5.37973 0.8 0.1 -0.3 0.129
C -26.77728 -7.81970 -1.39139 -1.8 0.4 -0.5 -0.442
O -26.73672 -9.18635 -1.06164 -0.1 -0.4 -0.6 -0.366
C -27.68677 -9.93434 -1.84768 0.4 0.3 0.5 0.788
C -27.45613 -11.46174 -1.69150 -1.2 0.6 1.5 -1.056
N -26.44792 -12.10245 -2.49627 0.9 0.7 2.0 -0.070
C -26.70355 -12.15372 -3.86992 0.1 -0.5 -2.1 0.065
C -27.39335 -13.45063 -4.30515 -1.2 0.4 1.8 -0.818
O -26.73281 -14.62503 -3.93425 -1.1 0.0 -0.4 -0.382
C -25.46614 -14.69094 -4.46495 1.1 0.0 0.6 -0.459
H -27.75185 -7.31627 -1.10914 0.8 -0.6 0.3 0.355
H -26.74275 -7.59021 -2.46598 0.3 -0.6 -0.2 0.055
H -25.94925 -7.33291 -0.94841 0.8 0.5 0.7 0.152
H -27.53194 -9.60503 -2.88138 -0.4 -0.1 -0.2 -0.655
H -28.69332 -9.62573 -1.47229 0.4 -0.4 -0.5 0.466
H -28.45084 -11.94069 -1.89657 0.9 0.2 0.4 0.349
H -27.19492 -11.55650 -0.58454 -0.4 -0.3 -1.4 0.334
H -25.57451 -11.62925 -2.29263 0.0 -0.2 -0.1 0.295
H -25.76781 -12.07234 -4.45099 -0.2 0.1 0.3 0.179
H -27.32390 -11.33423 -4.22776 -0.3 0.3 -0.2 -0.340
H -27.63127 -13.36327 -5.34012 0.1 -0.3 -1.3 0.414
H -28.36752 -13.55073 -3.79627 0.2 0.3 -0.1 0.367
H -24.88660 -13.88235 -3.99015 0.4 -0.3 -0.5 0.147
H -25.42417 -14.62321 -5.57069 0.0 0.0 0.4 0.218
H -25.08066 -15.63712 -4.09047 0.4 -0.1 -0.4 0.339
C -20.07568 -8.73134 -1.62068 0.2 -0.1 1.2 0.502
C -18.78234 -9.50847 -1.79523 -1.1 0.5 1.4 -0.488
O -19.11793 -10.83465 -1.41108 0.5 -0.5 -0.6 -0.550
H -20.45425 -8.92040 -0.56433 0.6 0.8 -1.2 -0.025
H -20.79142 -9.22226 -2.23760 -0.8 -0.1 -0.7 -0.569
H -19.96676 -7.68341 -1.91629 -0.2 0.0 0.3 0.167
H -18.03379 -9.05076 -1.11653 0.0 -0.7 -0.4 0.376
H -18.47749 -9.44330 -2.82096 0.6 -0.1 -0.6 0.239
H -19.30766 -11.32873 -2.25520 0.6 0.5 0.7 0.269
C -29.52866 -8.64454 -5.33687 -2.5 0.6 0.4 -1.562
C -28.30431 -9.10545 -5.97158 1.7 -1.3 -1.7 1.026
O -27.98611 -8.23622 -7.07038 -0.2 -0.2 -0.2 -0.638
H -29.39910 -7.68827 -4.82964 0.2 -0.1 0.4 0.289
H -30.06212 -9.38305 -4.67236 0.8 0.7 -0.6 0.302
H -30.21980 -8.36229 -6.15796 0.1 -0.5 0.4 0.449
H -28.36806 -10.14616 -6.37591 -0.3 0.6 0.4 0.225
H -27.42387 -9.10505 -5.35000 0.3 -0.1 0.9 -0.435
H -27.27668 -8.68518 -7.54991 -0.1 0.1 -0.1 0.272
C -26.23247 -12.61180 -9.16677 1.6 -0.9 0.6 -1.356
C -25.19118 -11.52429 -9.00188 -0.4 -0.3 -0.5 0.003
O -25.63320 -10.60012 -8.03649 -0.2 0.1 0.4 -0.064
H -26.20838 -13.24302 -8.26372 -0.5 0.4 -0.1 0.130
H -26.03235 -13.31389 -9.97709 0.2 0.3 -0.2 0.401
H -27.15431 -12.14524 -9.32964 -1.6 0.4 -0.1 0.326
H -24.98844 -11.01476 -9.93953 -0.1 0.1 -0.4 0.340
H -24.26738 -11.96379 -8.69455 0.9 -0.4 0.3 0.211
H -25.10342 -9.78529 -8.15545 0.0 0.2 0.3 0.205
C -23.53507 -9.67846 -3.13664 0.6 -0.3 -0.6 0.008
C -24.25034 -9.55803 -4.47047 -0.3 -0.3 0.7 1.472
O -23.79193 -10.57631 -5.34001 0.4 -0.1 -0.1 0.740
H -23.54285 -8.73672 -2.59413 -0.2 0.0 0.2 -0.176
H -22.46308 -9.86584 -3.39416 -0.7 -0.2 0.5 -0.403
H -23.97514 -10.48982 -2.52832 0.6 0.4 -0.2 0.054
H -24.08293 -8.56601 -4.85777 0.0 0.5 -0.5 -0.472
H -25.31597 -9.70752 -4.33723 -0.5 0.3 0.1 -0.868
H -24.46408 -10.72784 -6.00986 -0.2 0.0 -0.4 -0.364
C -24.60742 -7.29265 -9.01198 -0.8 0.7 0.6 -0.899
O -24.40050 -8.29027 -8.02466 -0.4 0.3 -0.1 -0.051
H -25.03046 -7.70054 -9.91069 -0.3 -0.5 -0.4 0.297
H -25.29143 -6.47499 -8.68028 0.3 -0.7 0.1 0.133
H -23.69524 -6.81785 -9.27983 1.0 0.4 -0.2 0.329
H -23.46994 -8.25747 -7.71278 0.4 -0.1 -0.1 0.124
```
Forces are in eV/Å.

## Properties
E_tot ... -68218.14927 eV
SMILES ... COCCNCCOC.COCCNCCOC.COCCNCCOC.COCCNCCOC.CCO.CCO.CCO.CCO.CO
Max |F| ... 0.0637 Eh/bohr
ΔE to the lowest compared entry with this formula, charge and spin ... 126.79 kJ/mol
HOMO level ... -8.49 eV
Charge ... 0